28
Properties=species:S:1:pos:R:3:forces:R:3:nbo_charge:R:1 method="wB97M-V/def2-TZVPD" charge=+1 relative_energy_kcal_mol=75.74 energy_ev=-20237.050 orbital_gap_ev=7.93 homo_energy_ev=-13.26 e_lumo_ev=-5.333
O -0.13652 -2.35067 1.85003 -2.01 0.10 -1.39 -0.674
O 1.49763 -2.57482 -0.11542 -0.05 2.08 -0.13 -0.647
O -1.04386 1.34093 -0.68223 -0.07 -0.50 -1.77 -0.287
O 0.03113 2.14903 -0.29402 0.64 0.58 0.88 -0.215
O -1.33894 0.04000 -2.81276 -0.37 -0.50 -0.24 -0.529
N 0.20887 0.72521 1.58502 1.68 0.36 0.08 -0.481
C -0.52376 -1.45350 0.81133 1.21 -1.64 -1.12 0.064
C -0.16544 -0.04134 -2.33867 -2.58 -4.17 0.59 0.587
C 0.67238 -1.43595 -0.24370 0.52 1.44 -0.85 0.115
C -0.92263 -0.05306 1.31087 -0.66 0.75 -3.51 -0.118
C 1.74609 2.46357 1.41299 2.33 3.68 -0.54 -0.711
C 0.59633 1.68411 0.87101 0.67 0.10 1.53 0.527
C 0.17511 -1.39205 -1.80509 2.43 -0.05 -0.16 -0.583
C -1.83653 0.85984 0.37258 3.47 -2.97 1.24 -0.102
H 1.15802 -0.45742 -0.06189 0.87 -1.12 -0.11 0.189
H 1.55174 3.07479 2.36135 -0.39 -1.00 -1.42 0.272
H 2.32427 3.22199 0.71807 -1.88 -1.24 0.77 0.244
H 2.61909 1.88667 1.67487 -0.27 -1.08 0.20 0.265
H 0.47632 -1.93139 2.41652 1.23 0.81 1.02 0.482
H 0.97121 -1.88521 -2.55224 -0.99 1.47 1.86 0.313
H 0.44349 0.74992 -2.51308 2.30 2.28 0.06 0.202
H -2.03846 1.62411 1.01314 -1.68 2.34 1.35 0.208
H 0.91267 -3.25323 -0.41516 -0.22 -1.50 0.04 0.465
H -0.60874 -2.10928 -1.87166 -1.32 0.00 -0.36 0.248
H -1.41393 -0.04169 2.20856 -1.62 -1.05 2.30 0.233
H -1.20342 -2.02377 0.15862 -1.15 0.45 1.13 0.180
H -1.58280 0.94136 -3.03198 -0.23 0.71 -0.49 0.530
H -2.56932 0.24185 -0.02707 -1.82 -0.33 -0.97 0.221

---

24
Properties=species:S:1:pos:R:3:forces:R:3:nbo_charge:R:1 method="wB97M-V/def2-TZVPD" charge=0 relative_energy_kcal_mol=51.26 energy_ev=-19298.248 orbital_gap_ev="6.61 / 6.59" homo_energy_ev="-6.85 / -6.86" e_lumo_ev="-0.240 / -0.263"
P 1.71715 -1.12521 -3.84099 -0.94 -0.29 0.39 0.329
N 0.64655 -1.32077 -2.60192 1.60 1.23 1.64 -0.900
C -1.36336 2.06089 1.40410 1.23 -1.14 -1.40 -0.138
C 0.04360 -0.90303 -0.26080 0.39 1.34 -0.48 -0.260
C -1.25523 0.88120 0.78110 1.32 0.73 0.46 -0.230
C -0.09645 0.38950 0.05920 1.35 0.76 -0.66 0.047
C 1.15310 1.28288 -0.08574 0.09 -0.63 0.10 -0.666
C 1.31613 -2.96769 -0.83019 0.67 0.59 -0.69 -0.618
C -2.45125 2.27152 2.35288 -0.38 0.85 0.93 -0.660
C 1.12294 -1.44767 -1.10977 -0.95 -2.35 -1.95 -0.091
H 0.32178 -3.46887 -0.81936 0.71 0.36 0.63 0.208
H 1.03946 2.37057 -0.04668 -0.28 -0.36 0.08 0.221
H -3.42307 2.10665 1.85132 0.29 0.51 0.57 0.231
H -2.30870 3.24743 2.85934 -0.78 -0.39 -0.43 0.221
H 1.87228 -2.84840 0.11861 -0.46 -1.40 -0.09 0.216
H -0.26080 -0.89070 -2.47042 -0.45 -0.14 -1.15 0.391
H -1.92239 0.11425 1.04376 -1.28 -0.90 0.10 0.191
H 1.91047 -3.55184 -1.61780 -0.47 1.29 1.14 0.227
H 2.02573 -0.89811 -1.00318 0.82 0.13 -0.12 0.206
H 1.70543 0.91542 0.78712 0.35 0.72 0.04 0.229
H -0.71705 -1.56782 -0.01781 -1.49 -1.15 0.40 0.197
H -2.33210 1.52982 3.14067 -0.30 -0.12 0.15 0.223
H -0.55581 2.77181 1.24784 -0.36 0.22 0.16 0.200
H 1.81159 1.04818 -0.94124 -0.68 0.13 0.20 0.224

---

24
Properties=species:S:1:pos:R:3:forces:R:3:nbo_charge:R:1 method="wB97M-V/def2-TZVPD" smiles=CCn1cccc1P(C)C charge=0 relative_energy_kcal_mol=4.16 energy_ev=-19300.290 orbital_gap_ev=8.98 homo_energy_ev=-7.96 e_lumo_ev=1.014
P 0.01052 0.48075 -1.53245 0.26 0.71 0.94 0.772
N -0.68858 -0.15035 1.28224 2.69 -2.89 -2.49 -0.328
C -0.61246 -0.75410 -2.70189 -0.25 2.24 -1.97 -0.926
C 1.78795 0.33342 -2.08861 -0.73 0.89 -1.28 -0.908
C 0.04122 -0.47156 0.04332 0.61 -0.64 2.49 -0.206
C 0.88704 -1.54784 0.42679 0.27 1.09 -3.01 -0.269
C 0.70688 -1.87975 1.72679 -2.26 -1.91 2.19 -0.324
C -0.32052 -1.09977 2.23244 1.08 1.77 -2.70 -0.035
C -0.72007 2.22402 1.58158 0.87 3.80 1.32 -0.623
C -1.48558 1.00259 1.41843 -3.06 -0.77 0.30 -0.219
H -0.40661 2.21991 2.62529 0.80 -0.06 0.04 0.207
H -0.11121 -0.37085 -3.66666 -0.95 -1.13 1.14 0.225
H -1.33161 3.20281 1.62929 0.55 -1.60 -0.75 0.220
H 0.17389 2.38684 0.94166 -0.81 -0.31 0.22 0.228
H -0.48872 -0.94838 3.23011 -1.23 0.21 2.27 0.200
H -2.07495 0.83080 2.34270 0.09 0.21 -0.43 0.204
H -0.28577 -1.69110 -2.38520 0.53 -1.79 0.02 0.224
H 1.79681 0.47199 -3.20017 -0.18 0.32 0.83 0.223
H -2.25388 1.06307 0.62184 0.59 -0.17 0.09 0.207
H 1.64459 -2.07918 -0.16703 -0.68 0.49 -0.18 0.217
H -1.70232 -0.71499 -2.83943 0.38 -0.08 0.14 0.236
H 2.11329 -0.66529 -2.00352 0.65 -1.23 0.58 0.214
H 0.82719 -2.89255 2.15722 0.91 0.96 -0.06 0.223
H 2.49289 1.04949 -1.67476 -0.12 -0.10 0.30 0.236

---

24
Properties=species:S:1:pos:R:3:forces:R:3:nbo_charge:R:1 method="wB97M-V/def2-TZVPD" charge=0 relative_energy_kcal_mol=91.97 energy_ev=-12614.091 orbital_gap_ev=8.06 homo_energy_ev=-8.40 e_lumo_ev=-0.341
O 0.40699 2.09561 -0.06832 -0.50 -0.14 -0.08 -0.559
O 1.37546 -0.97016 1.66194 -2.22 -1.64 0.47 -0.703
C -2.35150 0.70767 0.46430 0.38 0.32 0.15 -0.684
C -1.05416 -0.40270 -1.41230 0.38 0.14 0.08 -0.687
C 0.41617 1.22280 0.74962 2.80 -0.56 0.45 0.383
C 2.16281 -0.35610 -0.52897 0.20 0.16 0.00 -0.235
C -1.34986 -0.33601 0.05274 -0.88 -1.84 0.46 0.225
C -1.10024 -1.42058 0.89402 -1.36 0.86 -1.25 -0.648
C 1.70828 0.01152 0.83691 -1.91 2.10 -0.98 0.034
C 2.74254 0.48764 -1.37419 -0.32 -0.11 -0.09 -0.379
H -3.34630 0.36340 0.16757 0.07 -0.08 -0.02 0.240
H 2.98558 0.19456 -2.38562 0.10 -0.07 -0.01 0.198
H -1.68004 -1.48570 1.80870 0.22 0.16 0.18 0.236
H -0.59896 0.52737 -1.75685 0.00 0.02 -0.01 0.252
H -2.16625 1.66024 -0.03058 -0.01 0.00 0.00 0.239
H 1.95885 -1.38262 -0.81237 0.03 -0.06 -0.04 0.202
H 0.04646 1.35541 1.79067 -0.51 -0.09 -0.09 0.114
H -2.35863 0.86652 1.54293 -0.03 -0.04 -0.01 0.227
H -0.90346 -2.37877 0.42065 0.42 0.06 0.01 0.247
H 0.22599 -1.30102 1.39499 2.88 1.04 0.54 0.438
H 2.91333 1.52163 -1.11435 0.11 0.08 0.10 0.200
H -1.99008 -0.53234 -1.96406 -0.02 0.00 0.10 0.234
H -0.38360 -1.22355 -1.65792 -0.04 -0.03 0.00 0.225
H 2.34061 0.77518 1.32049 0.22 -0.28 0.04 0.203

---

24
Properties=species:S:1:pos:R:3:forces:R:3:nbo_charge:R:1 method="wB97M-V/def2-TZVPD" charge=0 relative_energy_kcal_mol=88.78 energy_ev=-21401.701 orbital_gap_ev="6.31 / 9.50" homo_energy_ev="-7.71 / -9.13" e_lumo_ev="-1.401 / 0.373"
S 4.14809 0.56094 0.16155 -0.10 -0.99 -0.49 0.305
O 4.30055 -0.94694 -0.53741 0.01 0.94 0.39 -0.800
C 0.70267 -1.40192 -0.21698 -0.52 -1.02 0.35 -0.353
C 0.23162 2.09597 0.62750 0.02 -0.18 -0.14 -0.584
C 0.62802 -0.12322 -0.35746 1.28 0.67 -0.50 0.194
C -1.41301 0.18138 0.78459 -0.03 0.13 -0.27 -0.371
C -0.52055 -2.13449 0.33261 0.19 0.28 -0.11 -0.418
C -0.37063 0.90601 -0.12655 -0.60 0.10 0.46 -0.197
C -1.73711 -1.21479 0.25763 0.03 -0.08 0.25 -0.404
C -1.00148 1.36139 -1.45975 0.08 -0.05 0.03 -0.600
H -0.30549 -2.40552 1.37162 -0.11 -0.14 -0.02 0.204
H 0.77622 1.75801 1.50428 0.05 -0.05 0.16 0.211
H -2.55831 -1.64345 0.83334 -0.08 -0.01 -0.04 0.211
H -0.68554 -3.05038 -0.23629 -0.03 -0.07 0.07 0.212
H 0.92788 2.62829 -0.01612 0.07 0.09 -0.05 0.214
H -0.88601 2.43385 -1.59306 -0.03 0.11 -0.04 0.213
H -2.31595 0.79362 0.83308 -0.04 0.04 0.08 0.208
H -0.55154 2.77877 0.94393 -0.14 0.14 0.02 0.206
H 1.57655 -1.99163 -0.44415 0.31 0.00 -0.09 0.224
H -2.06123 -1.14018 -0.78118 -0.09 -0.02 -0.07 0.201
H -0.52060 0.86264 -2.29903 -0.04 0.05 -0.07 0.223
H -2.06279 1.12699 -1.49090 -0.12 -0.01 -0.03 0.208
H -0.99625 0.10194 1.79061 -0.01 0.03 0.08 0.202
H 4.69487 -1.53728 0.11814 -0.09 0.02 0.04 0.487

---

25
Properties=species:S:1:pos:R:3:forces:R:3:nbo_charge:R:1 method="wB97M-V/def2-TZVPD" charge=0 relative_energy_kcal_mol=32.68 energy_ev=-32237.759 orbital_gap_ev=7.10 homo_energy_ev=-8.60 e_lumo_ev=-1.501
S -2.05649 3.02956 -2.46565 -0.64 0.90 -1.06 1.054
S -3.78145 3.61801 -1.79283 1.68 -0.21 -0.64 -0.296
O -1.28574 3.90732 -3.38374 -1.30 -0.80 1.27 -0.839
C -0.63277 2.17771 0.10897 1.09 4.02 -1.54 -0.176
C 1.02879 -2.05105 -0.23603 0.93 -1.86 3.03 -0.368
C 0.02910 2.99983 -0.80433 -1.45 -2.54 2.85 -0.419
C -0.35228 -1.65159 -0.66145 1.96 1.55 -1.62 -0.462
C -0.77041 0.77224 0.15142 -1.15 -2.86 1.11 -0.291
C 1.54997 -1.59465 1.22178 -0.64 -2.45 -0.93 -0.396
C -0.25995 -0.17718 -0.67377 -1.06 2.60 0.34 -0.079
C 0.83236 -2.31534 2.38935 -0.66 3.33 0.40 -0.622
H 2.59432 -1.95938 1.24887 -0.34 0.52 -0.14 0.202
H 1.75771 -1.57033 -0.85010 0.53 -0.39 -1.07 0.204
H -0.46726 -1.97443 -1.69399 -0.08 -0.12 -0.22 0.221
H 0.37933 0.27043 -1.43346 0.13 -0.49 -0.27 0.187
H -1.19532 2.81073 0.81765 0.07 -0.91 -0.06 0.212
H 0.25877 -3.14127 2.14432 -1.44 -1.47 -1.03 0.201
H -1.44469 0.43990 0.98754 0.67 0.10 -0.85 0.206
H 0.21488 -1.63307 3.04876 0.34 -0.56 -1.03 0.204
H 1.50529 -2.70227 3.07007 1.86 -0.72 1.39 0.209
H 1.52724 -0.53415 1.30162 0.03 0.82 0.19 0.209
H 0.66510 2.55939 -1.51610 0.70 -0.06 -1.10 0.199
H 1.05901 -3.19407 -0.18036 0.49 1.45 -0.62 0.204
H -0.06827 4.04614 -0.66514 0.26 0.76 -0.14 0.217
H -1.08724 -2.13247 -0.13340 -1.96 -0.61 1.74 0.220

---

32
Properties=species:S:1:pos:R:3:forces:R:3:nbo_charge:R:1 method="wB97M-V/def2-TZVPD" charge=-1 energy_ev=-61015.160 orbital_gap_ev=7.36 homo_energy_ev=-4.84 e_lumo_ev=2.525
Cl 1.62528 -3.69528 4.84111 0.00 0.00 0.02 -0.009
Cl 2.25932 -4.26850 2.06475 0.03 -0.25 0.14 0.017
Cl -0.28148 -5.13073 3.18221 0.00 0.00 0.00 -0.006
Al -1.01967 0.24195 -0.31263 -0.31 -0.22 -0.73 1.122
O 1.95514 1.84217 -1.49529 0.09 -0.21 -0.06 -0.589
O 0.38160 -0.99539 2.14858 0.28 0.35 -0.01 -0.937
O -1.17546 3.75319 -0.03852 0.29 0.18 -0.24 -0.622
N -0.29147 1.86688 -1.11841 0.23 0.67 0.25 -0.929
C -1.20550 -1.94590 -2.32947 -0.26 0.22 0.24 -0.432
C 1.04877 2.10745 -0.73744 -0.06 -0.06 0.16 0.724
C -2.01531 3.18298 -2.19274 -0.05 -0.42 0.16 -0.703
C 0.97623 -3.88702 3.20647 -0.03 0.06 -0.04 -0.290
C 1.70669 -1.60783 0.09784 -0.36 0.18 0.10 -1.040
C -1.83842 -0.90460 -1.76569 0.40 0.60 -0.38 -0.678
C -1.12164 2.99140 -0.98718 -0.38 -0.20 0.22 0.716
C 1.36906 2.68077 0.62739 0.62 0.04 0.01 -0.721
B 0.48141 -0.85434 0.76013 0.38 0.07 -0.15 0.455
H -2.72609 3.98946 -2.02645 0.04 0.00 -0.05 0.210
H 1.20020 3.75761 0.62812 -0.26 -0.08 0.10 0.245
H 2.43481 2.51553 0.80229 -0.06 -0.04 -0.02 0.215
H 2.48178 -1.88909 0.81164 0.07 -0.02 -0.10 0.209
H -1.38545 3.35380 -3.06673 -0.06 0.10 0.01 0.228
H -2.87054 -0.72133 -2.08664 -0.30 -0.72 0.62 0.175
H 0.53570 -2.94088 2.90751 0.04 0.02 0.01 0.277
H 0.80207 2.20719 1.42692 -0.24 0.17 -0.08 0.224
H -0.19424 -0.29826 2.48318 -0.32 -0.36 0.04 0.497
H 2.11693 -0.95260 -0.67659 0.08 -0.10 -0.01 0.246
H -2.53158 2.23488 -2.37181 -0.05 0.09 -0.06 0.235
H -1.72643 -2.81730 -2.73102 0.07 0.32 -0.69 0.160
H 1.32275 -2.49957 -0.41130 0.15 -0.04 -0.02 0.238
H -2.19678 0.63667 0.74142 -0.02 0.17 -0.03 -0.410
H -0.11771 -1.95333 -2.38167 -0.01 -0.51 0.60 0.175

---

24
Properties=species:S:1:pos:R:3:forces:R:3:nbo_charge:R:1 method="wB97M-V/def2-TZVPD" charge=0 relative_energy_kcal_mol=34.32 energy_ev=-9212.727 orbital_gap_ev=10.14 homo_energy_ev=-9.28 e_lumo_ev=0.865
C -0.21880 -0.16022 -1.65665 2.31 -1.10 1.43 -0.414
C 0.54294 -1.11747 1.47064 -1.52 3.93 0.01 -0.368
C 1.59496 -0.42382 0.62821 -2.15 0.51 0.32 -0.454
C -1.50164 1.44512 -0.26848 -2.47 1.12 -2.83 -0.393
C -0.40415 1.28382 -1.30360 1.24 0.00 0.59 -0.460
C -1.07885 0.75889 0.95043 -0.99 2.13 3.61 -0.414
C 1.51103 -0.78789 -0.78843 -2.78 -2.14 -0.91 -0.339
C -0.83773 -0.73412 0.83930 -2.29 -1.45 1.76 -0.525
B -0.74228 -1.21544 -0.69798 -0.92 -0.02 -0.63 0.468
H -1.79969 -1.18538 1.51772 2.80 0.47 -2.05 0.232
H 1.73295 -1.90537 -0.87165 -0.64 1.35 -0.36 0.213
H -0.50298 1.80385 -2.19815 -1.08 1.06 -1.76 0.219
H -0.00928 -0.35808 -2.70276 -0.14 -0.13 0.01 0.219
H 2.18690 -0.26055 -1.37770 0.93 0.89 -1.31 0.214
H 1.52530 0.63203 0.76734 0.35 0.79 0.12 0.201
H -1.19332 -2.22563 -1.24599 0.68 0.16 0.92 -0.036
H -0.19760 1.31252 1.39735 -0.68 -0.59 -0.59 0.194
H 0.62123 -0.87028 2.53761 -0.06 -0.04 -0.24 0.206
H 0.55624 1.73468 -1.00433 -0.16 -0.13 0.69 0.201
H 2.50188 -0.79107 0.91313 2.90 -0.52 1.20 0.220
H -1.91286 2.51173 -0.15977 1.21 -1.24 0.22 0.219
H -2.46447 0.95099 -0.72033 1.60 0.41 0.78 0.194
H -1.90773 1.05114 1.71545 1.28 -1.03 -0.84 0.209
H 0.66342 -2.09049 1.31461 0.57 -4.43 -0.14 0.193

---

24
Properties=species:S:1:pos:R:3:forces:R:3:nbo_charge:R:1 method="wB97M-V/def2-TZVPD" smiles="C=C(C)B(CC)C(=C)C" charge=0 relative_energy_kcal_mol=34.77 energy_ev=-9212.708 orbital_gap_ev=9.41 homo_energy_ev=-9.13 e_lumo_ev=0.280
C 0.44592 1.92579 -2.15117 -1.01 -2.29 -0.50 -0.595
C -2.49659 -0.00700 0.66632 -1.13 -3.29 -1.67 -0.628
C 1.26399 -2.01002 0.10348 -0.36 -1.23 4.94 -0.654
C 2.57689 0.08779 0.51604 -0.68 0.94 -0.15 -0.388
C -1.08323 -0.19431 1.04585 -0.38 0.41 -0.11 -0.351
C -0.56607 1.01262 -1.38051 2.34 -0.02 0.47 -0.794
C 1.44159 -0.55604 0.34171 -2.09 1.99 -3.38 -0.294
C -0.84096 -0.60304 2.30147 2.50 0.38 -2.05 -0.326
B 0.01908 0.26231 -0.08187 -0.23 -2.23 2.13 0.913
H 0.20850 -0.78967 2.47559 0.22 0.04 0.74 0.190
H -1.38546 1.66400 -1.14817 -0.58 0.12 0.33 0.220
H -2.51784 0.73642 -0.06435 -0.88 1.53 -0.68 0.206
H 0.44317 -2.32292 0.89836 1.39 0.19 -1.86 0.225
H -0.95733 0.22840 -2.01905 -0.18 -0.39 -0.22 0.245
H 0.97226 -2.37920 -0.83231 -0.47 -0.01 -1.52 0.224
H -2.95442 -0.95048 0.03858 1.21 1.87 1.57 0.197
H 3.50364 -0.37514 0.64698 1.39 -0.83 0.34 0.186
H -0.15853 2.31153 -2.99770 1.08 0.03 0.14 0.207
H 2.58159 1.16649 0.43781 0.12 0.13 0.30 0.188
H 1.37573 1.33837 -2.42290 -1.05 1.07 0.09 0.213
H -1.50712 -0.79123 3.08535 -1.22 -0.21 0.78 0.193
H 0.60695 2.67709 -1.42833 0.90 1.28 0.28 0.199
H -3.12909 0.12667 1.51103 -0.73 0.38 0.48 0.211
H 2.15732 -2.55843 0.45780 -0.16 0.12 -0.45 0.212

---

Listing max |F| for the structures above in their given order: 4.94; 3.20; 4.67; 3.11; 1.53; 4.44; 0.99; 4.47; 5.10 eV/Å.